Record 1
Computed, not measured: a 2-piece molecular cluster, C24H23N4 overall, with ωB97M-V/def2-TZVPD.

Each line ends with the Löwdin charge.
Cartesian coordinates (Å):
1 C 0.79252 0.70175 -0.65883  0.041
2 C 1.07022 -0.03992 -1.86724  -0.154
3 C 1.58365 -1.35164 -1.78595  -0.024
4 C 1.96970 -2.03677 -2.93261  -0.036
5 C 1.84498 -1.42079 -4.18652  -0.033
6 C 1.32176 -0.12755 -4.29094  -0.042
7 C 0.95691 0.56945 -3.14310  0.006
8 C -0.11032 1.82893 -0.55881  -0.102
9 C 0.18545 2.53130 0.66040  -0.094
10 C -0.35709 3.77765 0.92196  0.017
11 C -1.27198 4.31396 0.01126  -0.019
12 C -1.60285 3.62204 -1.16928  -0.035
13 C -1.03045 2.37571 -1.45519  0.005
14 C 1.24333 1.81213 1.34586  -0.099
15 C 1.61856 0.68462 0.53533  -0.093
16 C 2.75955 -0.04191 0.88160  0.021
17 C 3.44497 0.27788 2.05938  -0.036
18 C 3.05608 1.37647 2.84568  -0.020
19 C 1.97091 2.17631 2.46739  0.017
20 H 1.68486 -1.81497 -0.80190  0.105
21 H 2.38966 -3.03889 -2.83993  0.120
22 H 2.17350 -1.94657 -5.08138  0.119
23 H 1.21559 0.34909 -5.26841  0.121
24 H 0.63257 1.60578 -3.20851  0.113
25 H -0.03117 4.31072 1.81594  0.124
26 H -1.72555 5.27842 0.21441  0.119
27 H -2.30031 4.06691 -1.88298  0.118
28 H -1.28715 1.82347 -2.35876  0.116
29 H 3.10604 -0.83683 0.23322  0.109
30 H 4.30688 -0.32052 2.35798  0.117
31 H 3.61005 1.62323 3.74741  0.119
32 H 1.68398 3.08000 3.00461  0.123
33 N 1.46493 -3.95339 3.66457  0.222
34 N 0.75193 -3.37180 2.97930  -0.210
35 N 0.14797 -2.72926 2.11197  0.025
36 C -1.22630 -2.39769 2.48692  -0.159
37 C -1.71000 -1.36798 1.47022  -0.371
38 C -3.24089 -1.33068 1.29981  -0.118
39 C -3.47708 -1.16922 -0.21311  -0.140
40 C -2.14114 -1.54507 -0.89644  -0.197
41 N -1.18396 -1.56637 0.16914  -0.020
42 H -1.88720 -3.28429 2.44767  0.123
43 H -1.32052 -1.93040 3.48543  0.130
44 H -1.34636 -0.38109 1.82303  0.133
45 H -3.64284 -2.28447 1.65273  0.109
46 H -3.67687 -0.53323 1.90409  0.116
47 H -4.28005 -1.82564 -0.54770  0.108
48 H -3.74422 -0.12995 -0.44189  0.106
49 H -2.20174 -2.53730 -1.38244  0.119
50 H -1.88732 -0.81967 -1.69177  0.097
51 H -0.30317 -2.05197 0.06636  0.084

Cartesian forces (eV/Å) of the 2 atoms listed first:
C 0.147 0.054 -0.507
C 0.112 -0.113 -0.202

The HOMO energy is -0.40117 hartree. Its net charge is +1. For the total energy, the calculation gives -1147.05308 hartree. As for the frontier orbital gap: 5.2 eV. Its multiplicity is 1. As for the energy above the lowest of the compared OMol25 structures with the same formula, charge and spin: 3.336 eV. The largest force on an atom comes out at 3.14 eV/Å.

***

Record 2
Computed, not measured: one molecule with the formula C24H23N7OS2, with ωB97M-V/def2-TZVPD.

Each line ends with the Löwdin charge.
Cartesian coordinates (Å):
1 C 1.34094 -4.52432 1.89891  -0.105
2 C 1.53311 -4.43072 0.38958  -0.253
3 C 2.99990 -4.32010 -0.02900  -0.183
4 H 3.55489 -5.17310 0.36570  0.115
5 C 3.68520 -3.04260 0.46799  -0.126
6 N 3.03315 -1.85305 -0.01661  0.020
7 C 2.18785 -1.09275 0.70448  -0.212
8 N 1.85488 -1.23036 1.97219  0.153
9 C 0.98932 -0.29427 2.38345  -0.636
10 N 0.47886 0.69257 1.65792  0.035
11 N 0.80797 0.82846 0.39846  0.116
12 C 1.65705 -0.03584 -0.11193  -0.124
13 C 2.24246 -0.20459 -1.40821  -0.091
14 C 2.13601 0.48865 -2.60526  -0.009
15 C 2.87358 0.04295 -3.68553  -0.086
16 C 3.70377 -1.06876 -3.57681  -0.076
17 C 3.82248 -1.77420 -2.39127  -0.008
18 C 3.08407 -1.33882 -1.30415  -0.140
19 H 4.47448 -2.63095 -2.32241  0.109
20 H 4.27095 -1.38974 -4.43760  0.105
21 H 2.81005 0.56414 -4.62845  0.102
22 H 1.49452 1.35276 -2.67693  0.114
23 S 0.48873 -0.41979 4.04171  1.006
24 C -0.65099 0.99923 4.16706  -0.357
25 C 0.11750 2.29143 4.03998  -0.535
26 O 1.03487 2.59528 4.76409  0.070
27 N -0.26096 3.15803 3.04018  0.089
28 C -1.15430 3.02387 2.01112  -0.627
29 N -2.12582 2.20221 2.00840  0.006
30 N -3.07559 2.19995 1.08260  0.066
31 C -2.82994 2.50640 -0.13961  -0.302
32 C -3.94300 2.47550 -1.08277  -0.171
33 C -3.96660 3.24839 -2.24306  -0.035
34 C -5.04945 3.18834 -3.10070  -0.086
35 C -6.12098 2.35777 -2.82001  -0.089
36 C -6.11159 1.59212 -1.66422  -0.079
37 C -5.03575 1.65077 -0.80228  -0.027
38 H -5.01400 1.06128 0.10058  0.107
39 H -6.94785 0.94766 -1.43678  0.103
40 H -6.96195 2.31182 -3.49581  0.101
41 H -5.05734 3.79732 -3.99289  0.102
42 H -3.15741 3.92641 -2.47022  0.102
43 C -1.44286 2.89518 -0.55989  -0.379
44 H -0.74678 2.05287 -0.48314  0.047
45 H -1.39146 3.34428 -1.54519  0.065
46 S -0.87518 4.14800 0.64957  0.977
47 H 0.34392 3.97086 2.97223  0.136
48 H -1.06243 0.92472 5.17365  0.091
49 H -1.42983 0.91008 3.41313  0.050
50 H 3.65435 -2.99640 1.55771  0.122
51 H 4.72923 -3.02992 0.13992  0.128
52 H 3.05842 -4.35479 -1.11959  0.103
53 H 0.97756 -3.57151 0.00533  0.104
54 H 1.11531 -5.32299 -0.08266  0.106
55 H 1.95652 -5.31977 2.31330  0.075
56 H 0.30069 -4.74253 2.12794  0.073
57 H 1.59950 -3.58744 2.38578  0.040

Cartesian forces (eV/Å) of the 2 atoms listed first:
C -0.049 0.043 -0.187
C 0.173 -0.087 0.094

The HOMO energy is -0.30389 hartree. As for the SMILES: CCCCn1c2ccccc2c2nnc(SCC(=O)NC3=NN=C(c4ccccc4)CS3)nc21. For the total energy, the calculation gives -2183.25945 hartree. As for the frontier orbital gap: 7.9 eV. Its multiplicity is 1. The largest force on an atom comes out at 1.85 eV/Å.